# 1
58
Properties=species:S:1:pos:R:3:forces:R:3 method="wB97M-V/def2-TZVPD" homo_ev=-8.2 smiles="CCCCCNC(=O)c1ccc2c(=O)[nH]c3c(C(=O)NC[C@H]4CCCO4)sc(=S)n3c2c1" homo_lumo_gap_ha=0.28017
C -5.27156 6.21104 -0.34626 0.1 0.1 -0.2
C -3.93624 6.29011 -1.07637 0.0 -0.1 0.3
C -2.76487 6.13853 -0.10777 0.1 0.2 -0.3
C -1.39943 6.36522 -0.75806 -0.2 -0.3 0.0
C -1.06955 5.35044 -1.85606 0.0 0.4 -0.1
N -1.11101 3.99215 -1.36761 0.3 0.1 0.1
C -2.07570 3.12277 -1.73017 0.2 -0.1 0.1
O -2.93709 3.37607 -2.55021 -0.3 0.0 -0.1
C -2.02258 1.79155 -1.04010 -0.2 -0.5 0.1
C -3.22141 1.10914 -0.84756 0.1 0.1 -0.1
C -3.20651 -0.13674 -0.26212 0.2 -0.1 0.1
C -2.01000 -0.71230 0.16112 0.0 0.4 -0.1
C -2.05951 -2.08225 0.70398 0.2 -0.1 0.1
O -3.06697 -2.72225 0.88350 -0.1 0.0 0.0
N -0.81449 -2.61011 0.96342 -0.2 -0.3 0.0
C 0.35065 -1.92136 0.89660 0.8 -0.7 0.3
C 1.55945 -2.44564 1.26280 -0.3 0.5 -0.2
C 1.74495 -3.81192 1.75028 -0.1 0.5 -0.1
O 0.79234 -4.58429 1.81810 -0.2 -0.4 0.0
N 2.99382 -4.13414 2.12629 0.4 0.0 0.0
C 3.38513 -5.46671 2.50848 0.4 -0.4 -0.1
C 4.28479 -6.09497 1.42884 -0.4 -0.3 0.3
C 3.54085 -6.37164 0.11363 0.2 0.1 0.1
C 4.56807 -5.98435 -0.94783 0.1 0.1 0.2
C 5.30699 -4.84806 -0.24590 0.0 0.1 -0.4
O 5.35759 -5.20822 1.12283 0.0 0.1 0.3
S 2.80251 -1.22947 1.09109 -0.7 0.3 -0.2
C 1.63271 -0.03562 0.56276 0.7 0.0 0.2
S 2.09616 1.51791 0.32153 0.3 0.2 0.0
N 0.38463 -0.60797 0.46629 0.2 -0.4 0.1
C -0.80248 -0.01243 0.00012 -0.8 0.2 -0.2
C -0.82302 1.22545 -0.63266 0.0 0.2 -0.1
H -6.09568 6.31107 -1.04823 -0.1 0.0 0.0
H -5.35403 7.00303 0.39602 -0.1 0.1 0.1
H -5.37036 5.25420 0.16219 -0.1 -0.1 0.1
H -3.85921 7.25175 -1.58921 0.0 0.0 -0.1
H -3.89874 5.50016 -1.82705 0.0 0.1 -0.1
H -2.88002 6.86092 0.70448 0.0 -0.1 0.1
H -2.79617 5.14021 0.33639 0.0 0.0 0.1
H -1.36572 7.36338 -1.19790 0.1 0.1 0.0
H -0.62642 6.31425 0.01377 0.1 0.1 0.0
H -0.06983 5.55455 -2.25371 -0.1 0.0 -0.1
H -1.79270 5.41400 -2.67018 0.1 0.0 0.0
H -0.47628 3.75785 -0.62053 -0.1 -0.1 0.0
H -4.13995 1.56405 -1.18361 -0.1 0.0 0.0
H -4.11069 -0.70941 -0.12228 -0.1 0.0 0.0
H -0.70655 -3.57257 1.31043 -0.1 0.2 -0.1
H 3.74986 -3.48019 1.98484 -0.1 0.0 0.0
H 3.93364 -5.41780 3.45271 -0.1 -0.1 0.0
H 2.47836 -6.06029 2.63633 0.1 0.0 0.1
H 4.72197 -7.01553 1.83825 -0.1 0.1 0.0
H 3.22326 -7.40853 0.04029 -0.1 0.0 0.0
H 2.65946 -5.73316 0.04224 -0.1 0.0 0.0
H 4.11792 -5.67153 -1.88654 0.0 0.0 -0.1
H 5.25077 -6.81320 -1.13620 0.0 0.0 -0.1
H 6.33296 -4.71119 -0.59146 -0.1 0.0 0.0
H 4.76263 -3.89905 -0.36906 0.1 -0.1 0.0
H 0.10333 1.73308 -0.83498 -0.1 0.0 0.0

# 2
53
Properties=species:S:1:pos:R:3:forces:R:3 method="wB97M-V/def2-TZVPD" spin_multiplicity=2 charge=-1 homo_ev="-2.1 / -3.1" homo_lumo_gap_ha="0.16196 / 0.20132"
Cu 1.73457 -0.55166 0.13851 0.3 0.2 -0.6
C 6.88292 -3.55470 0.02395 0.0 0.0 0.1
S 6.85880 -1.81872 0.53260 0.0 0.0 -0.1
C 5.11627 -1.49327 0.31254 -0.3 0.0 0.1
S 4.79128 -0.80795 -1.28795 0.1 0.0 0.1
N 4.35676 -1.92955 1.25663 0.2 0.1 0.0
N 3.02048 -1.75413 1.18836 0.3 -0.4 0.0
C 2.32916 -2.63119 1.90858 -0.3 0.0 0.0
C 0.91918 -2.57250 1.89192 0.1 -0.1 0.0
C 0.10574 -3.42828 2.68731 0.0 0.0 0.0
C -1.25354 -3.31282 2.65097 0.0 0.0 0.0
C -1.84960 -2.32514 1.83231 0.0 0.0 0.0
C -1.01023 -1.52934 1.08009 0.1 0.0 -0.1
N 0.32204 -1.64319 1.06190 -0.2 0.0 0.3
H 7.92765 -3.86417 -0.02929 0.0 0.0 0.0
H 6.42341 -3.65927 -0.95740 0.0 0.0 0.0
H 6.35233 -4.16645 0.75197 0.0 0.0 0.0
H 2.85179 -3.41035 2.45988 -0.1 0.1 0.1
H 0.59158 -4.15711 3.32713 0.0 0.0 0.0
H -1.87257 -3.96645 3.25648 0.0 0.0 0.0
H -2.92324 -2.19449 1.78489 0.0 0.0 0.0
H -1.41166 -0.74805 0.44097 0.0 0.0 0.0
O 0.18411 1.21226 -0.11694 -0.2 0.6 0.1
S 0.37662 2.56552 -0.72571 0.0 -0.5 0.3
C -1.24744 3.42051 -0.53932 0.1 0.1 0.1
C -1.88493 2.95160 0.73396 0.1 0.0 0.0
C -1.39410 3.35109 1.97405 0.0 0.1 0.0
C -1.91311 2.81660 3.14333 0.0 0.0 0.0
C -2.93046 1.87131 3.08528 0.0 0.0 0.0
C -3.42961 1.47454 1.85369 0.0 0.0 0.0
C -2.90396 2.00904 0.68444 -0.1 0.0 0.0
C 0.31602 2.29055 -2.52683 0.1 0.0 0.0
C -0.89648 1.51657 -2.93721 0.1 -0.1 -0.1
C -1.01537 0.17695 -2.55924 0.0 0.0 0.0
C -2.15847 -0.54030 -2.88531 0.0 0.0 0.0
C -3.18538 0.06006 -3.60412 0.0 0.0 0.0
C -3.06698 1.38694 -3.99601 0.1 0.0 0.0
C -1.92899 2.11043 -3.65788 -0.1 0.0 0.0
H -1.86430 3.18003 -1.40298 -0.1 0.1 0.1
H -1.01679 4.48795 -0.52342 0.0 0.0 0.0
H -0.58302 4.07096 2.02047 0.0 0.0 0.0
H -1.50956 3.12143 4.10087 0.0 0.0 0.0
H -3.31968 1.43344 3.99569 0.0 0.0 0.0
H -4.21364 0.72923 1.80035 0.0 0.0 0.0
H -3.27419 1.67773 -0.28062 0.0 0.0 0.0
H 1.24145 1.73088 -2.70078 0.0 0.0 0.0
H 0.39277 3.27610 -2.99500 0.0 -0.1 0.0
H -0.20944 -0.28863 -2.00165 0.0 0.0 -0.1
H -2.24251 -1.57555 -2.57837 0.0 0.0 0.0
H -4.06997 -0.50718 -3.86808 0.0 0.0 0.0
H -3.85756 1.85914 -4.56587 0.0 0.0 0.0
H -1.84001 3.14953 -3.95964 0.0 0.0 0.0
S 3.18187 0.50003 -1.27946 -0.2 -0.1 0.1

# 3
107
Properties=species:S:1:pos:R:3:forces:R:3 method="wB97M-V/def2-TZVPD" homo_ev=-6.9 homo_lumo_gap_ha=0.27354
C 3.35819 -1.67755 4.78181 0.7 -1.5 -1.3
C 2.51358 -1.36111 3.52552 0.4 0.9 2.9
C 1.34185 -2.35554 3.18130 1.9 1.0 1.4
O 0.73903 -1.91558 1.96658 0.8 -6.7 0.9
C -0.35940 -2.70531 1.53712 2.9 -0.8 6.2
N 2.06257 0.02721 3.89441 -3.3 -7.1 8.9
H 3.99197 -0.83706 5.06459 -0.3 0.2 -0.2
H 4.08112 -2.43472 4.47819 0.0 -0.7 0.7
H 2.75984 -1.93730 5.65508 0.0 -0.3 -0.2
H 3.15582 -1.31820 2.64588 0.3 0.3 0.0
H 0.69195 -2.20805 4.04384 -0.7 -0.7 -0.1
H 1.83165 -3.32930 3.18379 -0.6 -0.3 -0.4
H -0.85348 -2.21612 0.69768 3.0 0.9 7.9
H -1.02030 -2.80279 2.39841 -0.5 -0.1 0.1
H -0.05868 -3.72032 1.27748 0.4 0.0 0.0
H 2.87590 0.55973 4.16827 -0.3 -0.8 0.5
H 1.59284 0.01626 4.78846 -1.2 -1.5 1.2
C -1.12200 -2.51039 -0.38336 -6.3 -3.4 -8.6
C -2.00688 -2.58191 -1.64938 -0.4 1.5 -2.5
C -3.30909 -1.63067 -1.71137 1.6 -0.8 1.7
O -4.35719 -1.88617 -0.78527 0.6 0.0 -0.2
C -4.92502 -3.16015 -0.99415 -0.3 0.3 0.2
N -1.14667 -2.16552 -2.77781 -2.9 -12.1 -1.7
H -0.21439 -3.11064 -0.44692 -0.8 0.1 -1.0
H -1.75393 -2.84600 0.43891 -2.2 -1.5 -2.0
H -0.87005 -1.49511 -0.07706 -2.5 -1.6 -2.9
H -2.32549 -3.60000 -1.87315 0.0 -0.2 0.5
H -3.63046 -1.49352 -2.74384 -0.6 -1.1 -0.6
H -3.05818 -0.58297 -1.54560 0.5 -3.5 1.3
H -4.24358 -3.98663 -0.79246 0.3 0.0 -0.1
H -5.24951 -3.16860 -2.03469 -0.4 -0.6 0.0
H -5.73930 -3.26553 -0.27728 -0.2 0.1 -0.3
H -1.66637 -1.93513 -3.61263 -0.7 -0.6 -0.2
H -0.77772 -1.24682 -2.57791 -2.7 -9.0 -4.0
C -1.90697 0.89206 -0.81169 -1.6 1.4 4.2
C -2.94612 1.09864 -1.91148 -2.5 5.4 -0.7
C -3.83874 2.37962 -1.68544 -0.1 0.4 0.7
O -4.77191 2.76312 -2.76947 1.6 -0.2 1.1
C -5.98991 2.04810 -2.72374 0.0 -0.8 0.6
N -2.17736 1.29490 -3.18807 -6.9 3.4 1.1
H -1.00835 1.50677 -0.86388 -1.1 1.1 -0.4
H -1.43402 -0.08829 -0.86952 -2.1 1.1 2.3
H -2.23366 1.00717 0.22180 -0.8 0.3 -0.1
H -3.67724 0.29414 -1.99107 0.0 1.7 -0.7
H -3.26307 3.25173 -1.37542 0.7 0.4 -1.3
H -4.25279 2.29876 -0.68040 -1.5 -0.7 -0.1
H -6.72444 2.23221 -3.50775 0.7 0.7 -0.5
H -6.51721 2.28059 -1.79855 0.0 -0.3 0.3
H -5.74344 0.98989 -2.81052 -0.4 -0.3 0.3
H -2.94876 1.47771 -3.81388 -0.1 0.2 -0.8
H -1.72164 2.18797 -3.06621 -0.8 0.0 0.1
C 4.06647 -0.00585 -0.79651 0.6 -0.7 -0.8
C 4.67802 1.34500 -1.21101 -1.5 -0.5 -0.4
C 3.50353 2.25532 -1.62514 -0.1 -1.1 -0.6
O 5.22295 2.01460 -0.15477 2.1 1.3 1.3
H 3.24679 -0.13994 -1.50237 -0.2 -0.6 0.2
H 3.67423 -0.03768 0.21997 1.1 -0.1 -1.3
H 4.68309 -0.90309 -0.84993 0.6 0.2 -0.4
H 5.39505 1.16089 -2.01105 0.0 0.3 -0.3
H 2.72726 2.23303 -0.86027 0.2 -0.3 -0.5
H 3.06367 1.77790 -2.50075 0.0 0.5 -0.4
H 3.75096 3.30872 -1.75637 0.3 -0.2 -0.4
H 6.05375 1.62925 0.13312 0.1 -0.1 0.0
C 0.20157 1.45704 -3.29928 2.7 0.7 -1.4
C -0.38068 0.10739 -3.50920 1.2 -0.3 -4.6
C 0.58871 -1.01902 -3.95580 1.5 1.1 -1.1
O -1.01078 -0.32020 -2.37894 -1.9 15.4 -0.5
H -0.41513 2.32004 -3.55031 0.9 -0.3 0.1
H 0.96404 1.50790 -4.07656 0.7 0.3 0.3
H 0.64372 1.57942 -2.31052 0.3 0.2 -0.2
H -1.23268 0.25854 -4.17203 1.4 -0.9 -1.1
H 1.40473 -0.88788 -3.24516 0.5 -0.7 -0.8
H 0.94494 -1.00552 -4.98586 -0.1 1.1 -0.1
H 0.14649 -2.01334 -3.89362 0.8 0.3 0.1
H -1.65400 0.32789 -2.08258 1.0 -0.9 -1.9
C 0.27957 1.67091 2.72968 -4.6 0.8 4.1
C -1.03911 1.01114 3.25612 1.2 1.1 0.5
C -1.20290 -0.43563 2.89626 0.1 0.4 0.4
O -1.11899 1.08711 4.68456 -0.1 0.2 0.4
H 1.08325 0.93519 2.75947 -4.2 4.3 3.6
H 0.52137 2.55930 3.31312 -0.4 0.5 -0.1
H 0.17670 1.91508 1.67237 -6.7 -0.1 2.8
H -1.85392 1.61992 2.86424 -0.5 -0.1 0.1
H -0.27955 -1.01099 2.96321 -1.2 1.3 0.2
H -1.54645 -0.40903 1.86217 -0.4 -0.8 0.0
H -1.83230 -0.94016 3.62935 -0.9 0.3 -0.5
H -0.26957 1.34044 5.05321 0.1 0.1 -0.2
C 1.64233 -0.18560 0.50999 1.4 -0.9 -1.6
C 0.46213 -0.31382 -0.38465 1.4 -1.3 -0.7
O 0.62520 -1.26138 -1.46275 5.0 0.6 4.7
O 1.31712 0.05136 1.84487 -5.4 -7.1 -10.8
H 2.31421 0.56532 0.09430 -1.4 0.0 0.9
H 2.26936 -1.07646 0.54605 -0.5 -0.4 -0.7
H 0.02049 0.60813 -0.76285 2.1 -0.6 0.7
H -0.30736 -0.81185 0.20524 2.0 3.5 1.6
H -0.20028 -1.11633 -1.93089 4.8 -0.8 4.4
H 1.33496 -0.75506 2.36540 -0.6 0.8 -1.2
C 2.53193 2.86053 1.13037 0.8 1.0 0.6
C 3.44136 1.75167 1.77508 -0.4 1.9 -0.2
O 2.68493 1.08424 2.76626 13.2 12.9 -4.2
O 1.31149 2.35594 0.73267 1.9 1.5 -4.8
H 2.87583 3.51352 0.32822 0.7 -0.3 0.2
H 2.27917 3.58129 1.90801 0.5 0.1 0.8
H 4.17549 2.35644 2.30743 0.7 -0.4 -0.3
H 3.85233 0.97165 1.13416 0.3 1.5 0.6
H 2.04016 0.58093 2.26369 3.3 1.2 -0.5
H 0.99137 1.91220 1.52148 3.9 0.0 -0.8

# 4
16
Properties=species:S:1:pos:R:3:forces:R:3 method="wB97M-V/def2-TZVPD" spin_multiplicity=2 homo_ev="-9.4 / -9.0" homo_lumo_gap_ha="0.37350 / 0.25835"
C -1.53660 0.96733 0.91740 0.9 1.0 -0.2
C -0.56226 0.47730 -0.15922 -0.8 -0.4 -0.7
C 0.18089 -0.79989 0.23556 -0.2 -0.4 -1.9
S 0.76344 -1.68959 -1.27128 0.1 0.3 0.2
N -1.45286 0.19483 -1.32671 0.4 0.0 -0.3
H -2.39701 0.31162 0.94582 0.0 -0.2 0.3
H -1.87504 1.95887 0.60191 -0.2 -0.2 0.0
H -1.06849 1.13148 1.88981 -0.1 -0.4 0.2
H 0.12741 1.24551 -0.50060 0.2 0.2 0.3
H 1.09048 -0.73972 0.80094 0.2 0.4 0.8
H -0.53815 -1.47181 0.64924 -0.3 -0.4 0.9
H -1.01284 0.41097 -2.21474 0.2 0.2 0.2
H -1.64762 -0.79648 -1.39953 -0.3 -0.1 0.2
H 1.60369 1.66773 3.19265 0.5 0.4 0.1
H 1.20655 1.39849 1.82511 0.3 0.3 -0.5
O 1.88983 1.89791 2.29571 -0.8 -0.6 0.4

Record-wise ΔE to the lowest compared entry with this formula, charge and spin values, in kJ/mol: 0.00 73.79 4687.88 42.51
Record-wise maximum force values, in eV/A: 1.18 0.75 18.91 1.92
Record-wise electronic energy values, in eV: -59059.3439 -117670.0507 -51938.8673 -17644.3579